25
Properties=species:S:1:pos:R:3:forces:R:3:lowdin_spin:R:1 method="wB97M-V/def2-TZVPD" total_charge=0 multiplicity=2 homo_energy_ev="-9.225 / -8.829" total_energy_ha=-675.0293 orbital_gap_ha="0.3739 / 0.2545" relative_energy_kcal_mol=9.68 e_lumo_ha="0.035 / -0.070"
C 1.944841 0.130841 1.525067 -0.7461 -0.2139 0.2510 0.0002
C 0.976424 -3.085383 -0.284791 0.3289 -0.3544 -0.0737 0.0036
C 1.347918 -2.242531 0.926396 -0.3292 0.5726 -0.0653 0.0011
C 2.028659 -0.934664 0.429440 -0.3246 -0.3388 0.1108 0.0214
H 0.873341 0.443687 1.541702 0.7840 -0.0242 0.1992 0.0002
H 2.550755 1.019957 1.375754 0.1377 0.0149 -0.1480 0.0000
H 2.165488 -0.288879 2.523201 0.0743 0.1576 -0.4134 0.0006
H 0.579452 -4.088539 -0.056580 0.0501 0.4499 0.0191 0.0001
H 1.886751 -3.218729 -0.886115 -0.2350 -0.1089 -0.0323 0.0002
H 0.257672 -2.526919 -0.890468 0.0079 -0.3078 -0.0261 0.0042
H 1.977161 -2.806652 1.634583 -0.0886 0.3137 -0.2185 0.0015
H 0.427968 -1.933050 1.480437 0.5544 -0.3281 -0.2646 0.0009
H 3.037725 -1.143851 0.022788 -0.3718 0.1636 0.3913 0.0016
H 1.404463 -0.578411 -0.424614 0.7253 -0.1912 0.3638 0.0176
C -1.440639 2.781854 0.490244 -0.4051 -0.2296 0.2571 0.0108
C -1.257389 2.492862 -1.002590 0.3545 0.5785 0.1659 0.0010
C -1.810545 1.128958 -1.394098 0.8884 -0.4693 0.1712 0.0848
S -0.937205 -0.171418 -0.415703 -1.0846 0.2705 -0.7933 0.8069
H -2.491553 2.948697 0.789882 0.3143 -0.1011 -0.3228 -0.0001
H -0.870762 3.645079 0.849911 -0.0014 -0.1793 -0.2191 0.0003
H -1.097412 1.881411 1.020122 -0.0060 0.4405 0.1576 0.0095
H -1.751069 3.254646 -1.612658 0.0989 0.0797 -0.0028 -0.0004
H -0.163749 2.547562 -1.204590 -0.7019 -0.1674 -0.1372 0.0005
H -1.643365 0.907909 -2.473960 -0.2037 0.0380 0.7295 0.0168
H -2.883201 1.047129 -1.176156 0.1792 -0.0656 -0.0995 0.0166

8
Properties=species:S:1:pos:R:3:forces:R:3:lowdin_charge:R:1 method="wB97M-V/def2-TZVPD" total_charge=0 multiplicity=1 homo_energy_ev=-11.179 total_energy_ha=-266.0914 orbital_gap_ha=0.4421 relative_energy_kcal_mol=90.73 e_lumo_ha=0.031
C -1.100622 -0.645193 0.522530 0.4087 -0.5593 0.2357 -0.3858
O -1.337123 -1.524828 -0.255266 -0.1155 -0.0775 -0.1924 0.0727
O -2.674972 0.667684 -0.460024 -0.3329 -0.1741 -0.5003 0.0284
O -1.696822 0.530312 0.540167 -0.0307 0.6906 0.3769 -0.0196
H -0.366373 -0.669115 1.338383 -0.0564 -0.0227 -0.0929 0.1461
H 1.457037 0.337962 -0.357805 1.0722 -0.1197 0.5425 0.0213
H -2.637586 -0.197757 -0.928728 0.1012 0.1288 0.1923 0.0983
H 2.135560 0.248666 0.012323 -1.0466 0.1341 -0.5619 0.0386